No. 1
Here is 2 unconnected molecules or ions with the total composition F2H2O2Si from OMol25. Energies are from ωB97M-V/def2-TZVPD.

Last columns: bonded neighbours and bond lengths (Å).
CARTESIAN COORDINATES (ANGSTROEM)
1 O 1.18294 -0.27708 -1.24966  Si5 1.581, H6 0.997
2 O 0.05445 0.36718 1.53953  Si5 1.609, H7 0.990
3 F -1.83405 1.08051 -0.33591  no bonds
4 F 0.36659 -1.84674 0.48797  Si5 1.613
5 Si 0.35701 -0.28192 0.09852  O1 1.581, O2 1.609, F4 1.613
6 H 0.59991 -0.01332 -2.01464  O1 0.997
7 H -0.72685 0.97136 1.47419  O2 0.990

Calculated values
- spin multiplicity = 1
- charge = 0
- molar mass (g mol⁻¹) = 100.096
- relative energy (zero: lowest compared OMol25 entry of this formula, charge and spin) (eV) = 4.648
- orbital gap (Eh) = 0.362

---

No. 2
Here is F2H2O4Si in the gas phase from OMol25. Energies are from ωB97M-V/def2-TZVPD.

Last columns: bonded neighbours and bond lengths (Å).
CARTESIAN COORDINATES (ANGSTROEM)
1 O -0.42453 1.38243 0.34367  Si2 1.598, H8 0.921
2 Si 0.21733 0.00268 -0.14275  O1 1.598, O3 1.542, O4 2.000, O6 1.669
3 O 1.44443 0.16020 -1.06382  Si2 1.542, H9 1.021
4 O -1.18326 -1.24438 -0.83709  Si2 2.000, F5 1.410
5 F -2.31733 -0.40761 -0.87569  O4 1.410
6 O 0.98941 -1.04958 0.89789  Si2 1.669, F7 1.377
7 F 0.50163 -1.27552 2.16559  O6 1.377
8 H -0.88562 1.44640 1.13844  O1 0.921
9 H 1.65794 0.98538 -1.62625  O3 1.021

Calculated values
- spin multiplicity = 1
- charge = 0
- molar mass (g mol⁻¹) = 132.094
- relative energy (zero: lowest compared OMol25 entry of this formula, charge and spin) (eV) = 2.790
- orbital gap (Eh) = 0.400

---

Q: Number 1 is which compound?
A: F2H2O2Si